Record 1
Molecular formula: C36H78F6N12O14S2
Method: DFT, ωB97M-V/def2-TZVPD

multiplicity = 1
frontier orbital gap = 8.352 eV
E_LUMO = -0.6 eV
highest occupied orbital energy = -8.980 eV

The geometry in XYZ format:
```
148
Properties=species:S:1:pos:R:3:lowdin_charge:R:1
N -9.01 4.49 26.50 0.29
H -8.79 5.42 26.16 0.14
H -8.49 3.74 26.06 0.00
H -10.00 4.33 26.44 0.06
H -8.84 4.47 27.49 0.07
C -8.29 3.47 22.64 -0.60
F -8.76 4.64 22.96 0.15
F -8.71 3.17 21.36 0.08
F -6.94 3.54 22.59 0.12
S -8.89 2.04 23.82 0.74
O -10.34 2.22 24.03 -0.32
O -8.61 0.81 23.06 -0.31
N -8.03 2.42 25.32 -0.32
S -7.10 1.19 25.39 0.56
O -7.78 -0.06 25.63 -0.30
O -6.13 1.21 24.29 -0.31
C -6.10 1.45 27.06 -0.57
F -5.72 2.72 27.20 0.15
F -6.87 1.08 28.09 0.11
F -5.05 0.59 27.06 0.11
C -9.68 1.91 15.53 -0.31
O -8.54 1.50 15.27 -0.01
N -9.99 2.74 16.58 -0.19
C -9.02 3.39 17.44 -0.05
C -11.35 3.17 16.78 -0.07
H -10.58 1.69 14.94 0.13
H -9.15 4.47 17.40 0.07
H -7.98 3.09 17.29 0.10
H -9.30 3.15 18.46 0.06
H -11.48 4.25 16.86 0.09
H -12.04 2.66 16.10 0.09
H -11.60 2.87 17.79 0.07
C -12.83 5.09 26.19 -0.26
O -11.76 4.49 26.37 -0.06
N -13.78 4.60 25.35 -0.18
C -15.06 5.34 25.24 -0.03
C -13.61 3.37 24.59 -0.04
H -13.04 6.04 26.69 0.14
H -15.82 4.68 25.65 0.09
H -15.31 5.56 24.20 0.09
H -14.92 6.24 25.83 0.08
H -13.62 3.44 23.50 0.09
H -12.62 2.94 24.73 0.06
H -14.38 2.71 25.00 0.09
C -1.74 -0.47 26.78 -0.34
O -1.36 -1.41 27.48 -0.03
N -2.33 -0.61 25.56 -0.17
C -2.65 0.52 24.68 -0.07
C -2.57 -1.88 24.83 -0.04
H -1.56 0.57 27.08 0.13
H -3.72 0.52 24.47 0.06
H -2.13 0.39 23.74 0.09
H -2.31 1.45 25.13 0.09
H -1.91 -2.03 23.98 0.09
H -2.39 -2.74 25.47 0.08
H -3.62 -1.98 24.54 0.05
C -5.69 7.86 19.22 -0.31
O -4.69 7.27 18.75 -0.01
N -6.80 7.25 19.69 -0.17
C -7.84 7.98 20.43 -0.06
C -7.03 5.77 19.60 -0.01
H -5.79 8.96 19.27 0.13
H -7.41 8.92 20.77 0.08
H -8.21 7.39 21.27 0.07
H -8.71 8.21 19.81 0.09
H -7.23 5.35 20.58 0.07
H -7.86 5.60 18.91 0.07
H -6.16 5.33 19.11 0.07
C -11.06 0.29 29.60 -0.36
O -11.54 0.43 30.74 -0.02
N -11.23 0.97 28.49 -0.16
C -10.48 0.62 27.26 -0.02
C -12.14 2.10 28.48 -0.03
H -10.41 -0.59 29.43 0.12
H -10.06 -0.39 27.29 0.09
H -9.71 1.32 26.95 0.05
H -11.21 0.63 26.45 0.06
H -11.55 2.99 28.71 0.08
H -12.59 2.35 27.52 0.07
H -12.90 1.97 29.25 0.10
C -8.51 2.93 29.77 -0.32
O -8.87 3.94 29.22 -0.01
N -7.84 2.95 30.97 -0.16
C -7.69 1.62 31.66 -0.01
C -7.56 4.17 31.74 -0.04
H -8.54 1.93 29.31 0.12
H -7.78 0.89 30.86 0.06
H -8.53 1.64 32.36 0.10
H -6.74 1.50 32.19 0.09
H -7.45 5.03 31.09 0.08
H -8.50 4.42 32.23 0.09
H -6.70 4.16 32.41 0.09
C -12.68 -3.09 25.60 -0.32
O -13.64 -3.44 26.30 -0.02
N -12.53 -1.90 24.98 -0.16
C -11.29 -1.47 24.35 -0.06
C -13.59 -0.84 25.02 -0.02
H -11.88 -3.81 25.40 0.14
H -11.24 -1.53 23.27 0.09
H -10.46 -2.05 24.75 0.06
H -11.17 -0.43 24.63 0.06
H -13.32 0.09 25.52 0.06
H -13.92 -0.56 24.02 0.09
H -14.41 -1.25 25.62 0.08
C -7.39 -2.22 28.70 -0.33
O -7.99 -1.44 29.47 -0.04
N -6.08 -2.16 28.49 -0.16
C -5.45 -2.88 27.35 -0.02
C -5.19 -1.28 29.28 -0.02
H -7.83 -2.99 28.06 0.13
H -4.88 -2.20 26.72 0.07
H -6.19 -3.41 26.74 0.08
H -4.65 -3.50 27.75 0.09
H -5.83 -0.69 29.93 0.07
H -4.54 -1.97 29.82 0.09
H -4.50 -0.66 28.71 0.07
C -4.51 1.82 21.47 -0.01
C -3.86 3.17 21.77 -0.48
O -3.25 3.32 22.83 0.04
C -3.99 4.31 20.80 -0.02
H -4.46 1.32 22.44 0.05
H -4.03 1.33 20.63 0.09
H -5.55 2.04 21.23 0.06
H -3.14 4.41 20.12 0.10
H -4.27 5.17 21.41 0.10
H -4.73 3.90 20.11 0.06
C -12.14 6.88 21.72 -0.01
C -11.89 6.39 20.31 -0.47
O -12.47 6.85 19.34 0.07
C -10.73 5.40 20.08 -0.02
H -12.18 7.97 21.67 0.09
H -11.27 6.71 22.35 0.07
H -13.09 6.44 22.03 0.08
H -10.42 5.55 19.04 0.06
H -11.16 4.42 20.26 0.09
H -9.83 5.64 20.65 0.04
C -8.20 -2.54 23.70 -0.08
C -6.77 -2.84 23.48 -0.25
N -5.68 -3.16 23.36 0.14
H -8.72 -3.48 23.50 0.09
H -8.57 -1.68 23.15 0.06
H -8.29 -2.25 24.75 0.05
C -10.68 0.66 20.25 -0.07
C -11.06 -0.07 19.02 -0.26
N -11.31 -0.63 18.00 0.13
H -10.60 1.69 19.89 0.05
H -9.66 0.37 20.52 0.08
H -11.35 0.51 21.09 0.08
```

***

Record 2
Molecular formula: C36H79CuFeN2O12
Method: DFT, ωB97M-V/def2-TZVPD

multiplicity = 6
frontier orbital gap = 3.015 eV
E_LUMO = 4.9 eV
highest occupied orbital energy = 1.846 eV
charge = -3

The geometry in XYZ format:
```
131
Properties=species:S:1:pos:R:3:lowdin_charge:R:1
Cu 4.93 -4.31 -34.15 0.47
Fe 2.34 -3.09 -36.31 1.09
C 2.70 -6.93 -35.00 -0.06
C 1.57 -5.97 -34.50 -0.35
O 1.44 -4.76 -35.13 -0.18
H 3.63 -6.63 -34.51 0.04
H 2.80 -7.13 -36.07 0.06
H 2.51 -7.91 -34.57 0.04
H 1.73 -5.71 -33.45 0.10
H 0.57 -6.41 -34.47 0.09
C 4.21 -1.93 -32.28 -0.11
C 3.59 -1.42 -33.57 -0.47
O 3.00 -2.46 -34.24 -0.34
H 4.61 -2.94 -32.18 0.03
H 3.54 -2.10 -31.44 0.06
H 4.97 -1.20 -32.02 0.05
H 4.45 -1.01 -34.10 0.07
H 2.85 -0.62 -33.59 0.09
C 4.93 -5.20 -38.47 -0.10
C 5.25 -4.76 -37.07 -0.47
O 4.21 -4.24 -36.37 -0.36
H 4.43 -6.17 -38.39 0.06
H 5.79 -5.41 -39.11 0.05
H 4.28 -4.49 -38.98 0.07
H 5.97 -3.94 -37.10 0.09
H 5.60 -5.59 -36.46 0.08
C -2.39 -7.64 -32.32 -0.15
C -2.40 -6.53 -31.25 -0.56
O -2.49 -5.20 -31.72 -0.41
H -2.32 -8.59 -31.79 0.03
H -1.60 -7.59 -33.07 0.04
H -3.30 -7.78 -32.91 0.03
H -1.37 -6.60 -30.89 0.05
H -2.95 -6.87 -30.37 0.04
C 1.03 -6.13 -38.99 -0.10
C 0.83 -4.63 -38.86 -0.47
O 1.74 -3.91 -38.13 -0.36
H 1.32 -6.47 -37.99 0.06
H 1.73 -6.42 -39.77 0.05
H 0.04 -6.56 -39.17 0.05
H -0.03 -4.31 -38.27 0.09
H 0.70 -4.37 -39.91 0.07
C 5.00 -5.30 -30.11 -0.12
C 5.20 -5.89 -31.53 -0.50
O 6.26 -5.32 -32.25 -0.40
H 5.94 -5.40 -29.57 0.05
H 4.21 -5.92 -29.68 0.05
H 4.60 -4.29 -30.11 0.05
H 4.30 -5.75 -32.13 0.07
H 5.47 -6.94 -31.40 0.07
C -0.31 -1.15 -38.20 -0.12
C -0.29 -1.11 -36.63 -0.47
O 0.42 -2.13 -36.03 -0.32
H 0.65 -0.90 -38.64 0.05
H -1.03 -0.37 -38.46 0.04
H -0.59 -2.14 -38.56 0.04
H -1.35 -1.09 -36.35 0.07
H -0.03 -0.10 -36.34 0.07
C -5.62 -7.42 -35.85 -0.04
C -4.11 -7.57 -36.00 -0.34
C -3.48 -7.17 -37.36 -0.04
O -2.34 -6.32 -37.00 0.06
C -2.59 -5.83 -35.80 -0.49
O -1.90 -4.95 -35.23 0.14
O -3.62 -6.54 -35.22 0.02
H -5.88 -6.36 -35.78 0.09
H -6.14 -7.78 -34.97 0.08
H -6.20 -7.78 -36.70 0.07
H -3.84 -8.44 -35.42 0.14
H -4.09 -6.60 -38.06 0.13
H -3.06 -8.02 -37.91 0.11
C 0.04 -10.05 -34.35 0.00
C -0.16 -10.83 -35.68 -0.47
C 0.76 -10.22 -36.76 -0.11
C 2.20 -10.73 -36.52 -0.20
C 2.28 -12.18 -36.56 -0.20
C 1.46 -12.88 -35.50 -0.46
N 0.11 -12.30 -35.66 -0.14
O -0.78 -12.84 -34.80 -0.03
C 1.29 -14.39 -35.85 -0.03
C 2.12 -12.65 -34.07 -0.01
C -1.55 -10.51 -36.25 -0.05
H -0.49 -9.11 -34.51 0.07
H 1.02 -9.68 -34.05 0.07
H -0.47 -10.68 -33.62 0.08
H 0.34 -10.25 -37.77 0.12
H 0.75 -9.17 -36.48 0.12
H 2.60 -10.45 -35.54 0.10
H 2.76 -10.27 -37.33 0.12
H 3.32 -12.51 -36.55 0.11
H 1.91 -12.40 -37.56 0.12
H 2.28 -14.80 -36.04 0.08
H 0.78 -14.84 -35.00 0.07
H 0.68 -14.52 -36.74 0.08
H 2.90 -13.31 -33.70 0.07
H 2.40 -11.65 -33.72 0.07
H 1.29 -12.82 -33.39 0.07
H -1.70 -9.44 -36.15 0.07
H -2.38 -10.85 -35.62 0.08
H -1.75 -10.72 -37.30 0.08
H -1.54 -12.84 -35.39 0.10
C 7.59 -7.98 -38.66 -0.05
C 7.49 -9.29 -37.87 -0.46
C 8.98 -9.61 -37.38 -0.11
C 8.90 -10.75 -36.32 -0.16
C 8.10 -10.30 -35.08 -0.16
C 6.75 -9.94 -35.48 -0.55
N 6.60 -9.07 -36.68 -0.14
O 5.42 -8.40 -36.95 0.00
C 5.94 -11.17 -35.75 -0.02
C 6.11 -9.14 -34.40 -0.03
C 6.93 -10.45 -38.78 -0.04
H 8.05 -7.26 -37.99 0.09
H 6.64 -7.82 -39.17 0.08
H 8.37 -8.15 -39.41 0.07
H 9.67 -9.78 -38.21 0.10
H 9.40 -8.69 -36.97 0.11
H 9.95 -10.81 -36.06 0.09
H 8.62 -11.75 -36.66 0.10
H 8.54 -9.47 -34.53 0.12
H 8.17 -11.04 -34.28 0.12
H 4.90 -11.05 -35.46 0.07
H 5.75 -11.28 -36.82 0.07
H 6.47 -12.04 -35.38 0.09
H 5.11 -8.72 -34.53 0.08
H 5.93 -9.71 -33.49 0.09
H 6.71 -8.26 -34.14 0.10
H 5.99 -10.28 -39.31 0.08
H 7.16 -11.46 -38.45 0.06
H 7.64 -10.45 -39.61 0.06
H 5.71 -7.51 -36.72 0.07
```

***

Question: Among the records above, which one has the lowest multiplicity?
Answer: C36H78F6N12O14S2

***

Question: E_LUMO of number 2 (C36H79CuFeN2O12)?
Answer: 4.9 eV